# C99H209N11O11

A 11-piece molecular cluster, C99H209N11O11 overall at a distorted geometry (ωB97M-V with the def2-TZVPD basis set, the Open Molecules 2025 dataset).

Output
HOMO energy = -7.68 eV
Net charge = 0
Calculated total energy = -144945.740 eV
SMILES = CC1(C)CCCC(C)(C)N1O.CC1(C)CCCC(C)(C)N1O.CC1(C)CCCC(C)(C)N1O.CC1(C)CCCC(C)(C)N1O.CC1(C)CCCC(C)(C)N1O.CC1(C)CCCC(C)(C)N1O.CC1(C)CCCC(C)(C)N1O.CC1(C)CCCC(C)(C)N1O.CC1(C)CCCC(C)(C)N1O.CC1(C)CCCC(C)(C)N1O.CC1(C)CCCC(C)(C)N1O
LUMO = 0.4 eV
Energy above the lowest of the compared OMol25 structures with the same formula, charge and spin = 7.055 eV

Last columns: bonded neighbours and bond lengths (Å).
Element x y z (Å)
1 C -5.1379 -1.6425 -2.0894  C2 1.580, H12 1.090, H13 1.090, H14 1.090
2 C -5.9272 -3.0081 -2.1751  C1 1.580, C3 1.559, C4 1.526, N10 1.456
3 C -5.6683 -3.8092 -0.8633  C2 1.559, H15 1.090, H16 1.090, H17 1.090
4 C -7.4298 -2.7412 -2.1799  C2 1.526, C5 1.550, H18 1.090, H19 1.090
5 C -8.0589 -2.4116 -3.5581  C4 1.550, C6 1.501, H20 1.090, H21 1.090
6 C -7.7173 -3.5324 -4.4969  C5 1.501, C7 1.575, H22 1.090, H23 1.090
7 C -6.1867 -3.8673 -4.6565  C6 1.575, C8 1.545, C9 1.597, N10 1.489
8 C -6.0221 -5.2434 -5.3393  C7 1.545, H24 1.090, H25 1.090, H26 1.090
9 C -5.5123 -2.7675 -5.5983  C7 1.597, H27 1.090, H28 1.090, H29 1.090
10 N -5.6180 -3.9035 -3.2813  C2 1.456, C7 1.489, O11 1.436
11 O -4.2289 -4.2642 -3.2369  N10 1.436, H30 0.960
12 H -4.9167 -1.2104 -3.0654  C1 1.090
13 H -5.6168 -0.8643 -1.4951  C1 1.090
14 H -4.1788 -1.7568 -1.5844  C1 1.090
15 H -5.9978 -3.3275 0.0574  C3 1.090
16 H -5.9902 -4.8483 -0.7950  C3 1.090
17 H -4.5929 -3.7319 -0.7033  C3 1.090
18 H -7.8900 -3.6661 -1.8321  C4 1.090
19 H -7.7391 -1.9324 -1.5179  C4 1.090
20 H -9.1391 -2.2882 -3.4801  C5 1.090
21 H -7.5152 -1.5322 -3.9033  C5 1.090
22 H -8.1152 -3.3296 -5.4913  C6 1.090
23 H -8.2316 -4.4293 -4.1518  C6 1.090
24 H -5.0039 -5.5408 -5.5904  C8 1.090
25 H -6.5647 -5.2259 -6.2844  C8 1.090
26 H -6.5341 -5.9937 -4.7368  C8 1.090
27 H -4.4329 -2.9136 -5.6399  C9 1.090
28 H -5.6817 -1.7501 -5.2458  C9 1.090
29 H -5.8912 -2.9571 -6.6026  C9 1.090
30 H -4.3046 -5.0381 -2.6739  O11 0.960
31 C 5.3223 -6.0605 4.1379  C32 1.588, H42 1.090, H43 1.090, H44 1.090
32 C 4.0720 -5.9490 3.1660  C31 1.588, C33 1.600, C34 1.542, N40 1.474
33 C 4.4343 -6.3467 1.6594  C32 1.600, H45 1.090, H46 1.090, H47 1.090
34 C 3.0345 -7.0023 3.6043  C32 1.542, C35 1.523, H48 1.090, H49 1.090
35 C 2.2437 -6.5442 4.8221  C34 1.523, C36 1.528, H50 1.090, H51 1.090
36 C 1.5804 -5.1916 4.5678  C35 1.528, C37 1.462, H52 1.090, H53 1.090
37 C 2.5674 -4.1315 4.3730  C36 1.462, C38 1.536, C39 1.443, N40 1.520
38 C 1.7386 -2.9373 3.8770  C37 1.536, H54 1.090, H55 1.090, H56 1.090
39 C 3.3491 -3.6447 5.4838  C37 1.443, H57 1.090, H58 1.090, H59 1.090
40 N 3.4916 -4.5968 3.2596  C32 1.474, C37 1.520, O41 1.412
41 O 4.3432 -3.5955 2.7446  N40 1.412, H60 0.960
42 H 5.9095 -6.9311 3.8455  C31 1.090
43 H 6.0560 -5.2588 4.0541  C31 1.090
44 H 5.0388 -6.1220 5.1886  C31 1.090
45 H 5.2277 -5.6554 1.3754  C33 1.090
46 H 4.7568 -7.3667 1.4505  C33 1.090
47 H 3.6370 -6.1068 0.9559  C33 1.090
48 H 2.3821 -7.3725 2.8135  C34 1.090
49 H 3.5052 -7.8783 4.0505  C34 1.090
50 H 1.4401 -7.2740 4.9204  C35 1.090
51 H 2.8186 -6.6025 5.7464  C35 1.090
52 H 0.9408 -5.0179 5.4332  C36 1.090
53 H 0.7994 -5.3675 3.8280  C36 1.090
54 H 2.3646 -2.1437 3.4690  C38 1.090
55 H 1.2034 -2.5849 4.7588  C38 1.090
56 H 0.9077 -3.1699 3.2110  C38 1.090
57 H 4.0343 -2.8932 5.0916  C39 1.090
58 H 3.9692 -4.4386 5.9001  C39 1.090
59 H 2.8751 -3.1383 6.3246  C39 1.090
60 H 5.0972 -3.5984 3.3388  O41 0.960
61 C -2.6448 -0.5855 -7.5849  C62 1.562, H72 1.090, H73 1.090, H74 1.090
62 C -2.0161 0.3897 -6.5388  C61 1.562, C63 1.548, C64 1.523, N70 1.499
63 C -2.4841 1.7763 -7.0446  C62 1.548, H75 1.090, H76 1.090, H77 1.090
64 C -2.6145 0.2153 -5.1488  C62 1.523, C65 1.508, H78 1.090, H79 1.090
65 C -2.0544 -1.0680 -4.5896  C64 1.508, C66 1.576, H80 1.090, H81 1.090
66 C -0.5134 -0.8128 -4.3805  C65 1.576, C67 1.522, H82 1.090, H83 1.090
67 C 0.1666 -0.7297 -5.7398  C66 1.522, C68 1.496, C69 1.557, N70 1.514
68 C 1.5485 -0.2149 -5.4850  C67 1.496, H84 1.090, H85 1.090, H86 1.090
69 C 0.2126 -2.1660 -6.3380  C67 1.557, H87 1.090, H88 1.090, H89 1.090
70 N -0.5172 0.3653 -6.5306  C62 1.499, C67 1.514, O71 1.408
71 O 0.1132 0.5279 -7.7786  N70 1.408, H90 0.960
72 H -2.1447 -0.5224 -8.5514  C61 1.090
73 H -2.5861 -1.5937 -7.1748  C61 1.090
74 H -3.6358 -0.2184 -7.8517  C61 1.090
75 H -3.5716 1.7465 -7.1124  C63 1.090
76 H -2.1888 2.5891 -6.3811  C63 1.090
77 H -2.0231 2.1321 -7.9660  C63 1.090
78 H -2.3495 0.9949 -4.4347  C64 1.090
79 H -3.6681 -0.0335 -5.2763  C64 1.090
80 H -2.4738 -1.2732 -3.6047  C65 1.090
81 H -2.2403 -1.9154 -5.2494  C65 1.090
82 H -0.2114 -1.7509 -3.9147  C66 1.090
83 H -0.2977 0.0663 -3.7732  C66 1.090
84 H 1.5666 0.8397 -5.2102  C68 1.090
85 H 2.1523 -0.3535 -6.3818  C68 1.090
86 H 2.0068 -0.8948 -4.7668  C68 1.090
87 H -0.7124 -2.3053 -6.8974  C69 1.090
88 H 0.3101 -2.9597 -5.5973  C69 1.090
89 H 0.9990 -2.3878 -7.0595  C69 1.090
90 H 0.0655 1.4816 -7.8775  O71 0.960
91 C -2.3590 5.0152 0.5463  C92 1.552, H102 1.090, H103 1.090, H104 1.090
92 C -2.1632 5.9330 -0.6902  C91 1.552, C93 1.545, C94 1.558, N100 1.512
93 C -0.6371 6.0911 -0.8693  C92 1.545, H105 1.090, H106 1.090, H107 1.090
94 C -2.7307 5.2295 -1.9594  C92 1.558, C95 1.553, H108 1.090, H109 1.090
95 C -3.1291 6.1345 -3.1574  C94 1.553, C96 1.550, H110 1.090, H111 1.090
96 C -4.0359 7.2473 -2.5734  C95 1.550, C97 1.588, H112 1.090, H113 1.090
97 C -3.3940 8.1260 -1.4168  C96 1.588, C98 1.561, C99 1.548, N100 1.452
98 C -2.2743 9.1004 -1.8995  C97 1.561, H114 1.090, H115 1.090, H116 1.090
99 C -4.6365 8.9387 -0.9782  C97 1.548, H117 1.090, H118 1.090, H119 1.090
100 N -2.9792 7.1728 -0.4028  C92 1.512, C97 1.452, O101 1.339
101 O -2.6424 7.7037 0.7792  N100 1.339, H120 0.960
102 H -1.5992 5.1505 1.3161  C91 1.090
103 H -3.3120 5.0899 1.0701  C91 1.090
104 H -2.3060 3.9469 0.3366  C91 1.090
105 H -0.3126 6.5393 0.0698  C93 1.090
106 H -0.0407 5.1816 -0.9404  C93 1.090
107 H -0.4024 6.7467 -1.7079  C93 1.090
108 H -2.0893 4.4603 -2.3896  C94 1.090
109 H -3.6317 4.7336 -1.5982  C94 1.090
110 H -2.3307 6.5626 -3.7634  C95 1.090
111 H -3.8082 5.6001 -3.8218  C95 1.090
112 H -5.0008 6.8397 -2.2721  C96 1.090
113 H -4.2813 7.9222 -3.3934  C96 1.090
114 H -1.6473 8.5343 -2.5883  C98 1.090
115 H -1.6301 9.3823 -1.0667  C98 1.090
116 H -2.6102 10.0619 -2.2877  C98 1.090
117 H -4.7685 9.7347 -1.7111  C99 1.090
118 H -4.5164 9.3585 0.0205  C99 1.090
119 H -5.6173 8.4814 -0.8479  C99 1.090
120 H -3.4546 7.5687 1.2730  O101 0.960
121 C 3.6704 5.7295 0.8751  C122 1.513, H132 1.090, H133 1.090, H134 1.090
122 C 4.4345 4.9908 -0.2012  C121 1.513, C123 1.486, C124 1.626, N130 1.526
123 C 3.7597 3.7580 -0.6846  C122 1.486, H135 1.090, H136 1.090, H137 1.090
124 C 4.6862 5.9312 -1.5034  C122 1.626, C125 1.557, H138 1.090, H139 1.090
125 C 5.8543 6.9591 -1.5661  C124 1.557, C126 1.567, H140 1.090, H141 1.090
126 C 7.1393 6.2370 -1.0347  C125 1.567, C127 1.590, H142 1.090, H143 1.090
127 C 7.0329 5.3489 0.2799  C126 1.590, C128 1.521, C129 1.584, N130 1.491
128 C 8.2475 4.4400 0.3918  C127 1.521, H144 1.090, H145 1.090, H146 1.090
129 C 6.9894 6.3692 1.4907  C127 1.584, H147 1.090, H148 1.090, H149 1.090
130 N 5.7993 4.5108 0.2849  C122 1.526, C127 1.491, O131 1.381
131 O 5.7353 3.7460 1.4324  N130 1.381, H150 0.960
132 H 3.5868 5.3163 1.8802  C121 1.090
133 H 4.0779 6.7377 0.9497  C121 1.090
134 H 2.6463 5.8592 0.5251  C121 1.090
135 H 2.7386 3.9712 -1.0008  C123 1.090
136 H 4.3521 3.2757 -1.4622  C123 1.090
137 H 3.6320 3.0635 0.1458  C123 1.090
138 H 4.9721 5.2576 -2.3113  C124 1.090
139 H 3.7397 6.4315 -1.7081  C124 1.090
140 H 6.0287 7.1562 -2.6238  C125 1.090
141 H 5.5283 7.9053 -1.1341  C125 1.090
142 H 7.8925 6.9871 -0.7937  C126 1.090
143 H 7.5858 5.6132 -1.8090  C126 1.090
144 H 8.3072 3.8901 1.3311  C128 1.090
145 H 9.1761 4.9944 0.2554  C128 1.090
146 H 8.3070 3.8335 -0.5119  C128 1.090
147 H 7.9907 6.7827 1.6113  C129 1.090
148 H 6.7792 5.9511 2.4752  C129 1.090
149 H 6.3077 7.2120 1.3768  C129 1.090
150 H 6.0776 2.9508 1.0176  O131 0.960
151 C 4.9610 -0.3447 -1.2720  C152 1.560, H162 1.090, H163 1.090, H164 1.090
152 C 5.7210 -0.7210 0.0375  C151 1.560, C153 1.595, C154 1.509, N160 1.412
153 C 4.7545 -0.4248 1.2715  C152 1.595, H165 1.090, H166 1.090, H167 1.090
154 C 5.9961 -2.2043 -0.0100  C152 1.509, C155 1.556, H168 1.090, H169 1.090
155 C 7.1636 -2.6979 0.8930  C154 1.556, C156 1.478, H170 1.090, H171 1.090
156 C 8.4324 -1.9586 0.7232  C155 1.478, C157 1.557, H172 1.090, H173 1.090
157 C 8.1810 -0.4226 0.7779  C156 1.557, C158 1.530, C159 1.545, N160 1.468
158 C 8.2188 0.0959 2.2165  C157 1.530, H174 1.090, H175 1.090, H176 1.090
159 C 9.3826 0.2022 0.0342  C157 1.545, H177 1.090, H178 1.090, H179 1.090
160 N 6.9174 0.0161 0.1742  C152 1.412, C157 1.468, O161 1.424
161 O 6.8543 1.4123 -0.0966  N160 1.424, H180 0.960
162 H 4.6026 0.6807 -1.1815  C151 1.090
163 H 5.5406 -0.3801 -2.1944  C151 1.090
164 H 4.1353 -1.0358 -1.4419  C151 1.090
165 H 5.1269 -0.7789 2.2328  C153 1.090
166 H 4.7387 0.6317 1.5394  C153 1.090
167 H 3.7254 -0.7559 1.1321  C153 1.090
168 H 5.0913 -2.6480 0.4055  C154 1.090
169 H 6.0711 -2.6331 -1.0093  C154 1.090
170 H 6.9713 -2.5831 1.9598  C155 1.090
171 H 7.2472 -3.7518 0.6278  C155 1.090
172 H 8.9553 -2.3480 -0.1504  C156 1.090
173 H 9.0968 -2.2630 1.5320  C156 1.090
174 H 7.3637 -0.2424 2.8016  C158 1.090
175 H 8.3341 1.1781 2.1573  C158 1.090
176 H 9.0297 -0.2884 2.8354  C158 1.090
177 H 10.2242 0.2662 0.7239  C159 1.090
178 H 9.2471 1.2734 -0.1149  C159 1.090
179 H 9.6187 -0.3623 -0.8678  C159 1.090
180 H 7.0806 1.4295 -1.0294  O161 0.960
181 C -1.3071 -7.2530 -3.1980  C182 1.505, H192 1.090, H193 1.090, H194 1.090
182 C -1.2522 -7.4979 -1.7140  C181 1.505, C183 1.591, C184 1.530, N190 1.490
183 C -2.0957 -8.8382 -1.5607  C182 1.591, H195 1.090, H196 1.090, H197 1.090
184 C 0.1765 -7.8266 -1.2773  C182 1.530, C185 1.560, H198 1.090, H199 1.090
185 C 1.1243 -6.5929 -1.1603  C184 1.560, C186 1.550, H200 1.090, H201 1.090
186 C 0.5167 -5.6080 -0.1285  C185 1.550, C187 1.477, H202 1.090, H203 1.090
187 C -0.8375 -5.1662 -0.5196  C186 1.477, C188 1.551, C189 1.608, N190 1.519
188 C -1.4567 -4.4700 0.7204  C187 1.551, H204 1.090, H205 1.090, H206 1.090
189 C -0.7929 -4.0864 -1.7098  C187 1.608, H207 1.090, H208 1.090, H209 1.090
190 N -1.7258 -6.3354 -0.9104  C182 1.490, C187 1.519, O191 1.379
191 O -3.0712 -6.0670 -1.0521  N190 1.379, H210 0.960
192 H -0.9138 -8.0730 -3.7989  C181 1.090
193 H -2.3372 -7.0858 -3.5127  C181 1.090
194 H -0.7453 -6.3611 -3.4752  C181 1.090
195 H -1.5317 -9.7282 -1.8399  C183 1.090
196 H -2.1919 -8.8528 -0.4750  C183 1.090
197 H -3.0911 -8.8177 -2.0043  C183 1.090
198 H 0.1623 -8.3779 -0.3372  C184 1.090
199 H 0.7126 -8.4701 -1.9750  C184 1.090
200 H 2.1451 -6.9232 -0.9683  C185 1.090
201 H 1.2351 -5.9902 -2.0617  C185 1.090
202 H 1.3284 -4.8809 -0.1029  C186 1.090
203 H 0.6684 -6.1162 0.8238  C186 1.090
204 H -0.8077 -3.7159 1.1656  C188 1.090
205 H -1.5076 -5.2355 1.4947  C188 1.090
206 H -2.4879 -4.1385 0.5986  C188 1.090
207 H -1.7753 -3.8841 -2.1367  C189 1.090
208 H -0.3381 -4.7198 -2.4714  C189 1.090
209 H -0.0445 -3.3096 -1.5530  C189 1.090
210 H -3.5346 -6.6015 -0.4031  O191 0.960
211 C -4.7219 -2.3549 3.5660  C212 1.523, H222 1.090, H223 1.090, H224 1.090
212 C -4.3025 -3.7081 4.1250  C211 1.523, C213 1.537, C214 1.595, N220 1.493
213 C -4.3232 -4.5821 2.8613  C212 1.537, H225 1.090, H226 1.090, H227 1.090
214 C -2.8412 -3.5060 4.7327  C212 1.595, C215 1.506, H228 1.090, H229 1.090
215 C -2.3927 -4.6709 5.5750  C214 1.506, C216 1.542, H230 1.090, H231 1.090
216 C -3.4298 -4.9102 6.6910  C215 1.542, C217 1.526, H232 1.090, H233 1.090
217 C -4.8461 -5.2071 6.2078  C216 1.526, C218 1.580, C219 1.521, N220 1.507
218 C -4.9835 -6.6382 5.5524  C217 1.580, H234 1.090, H235 1.090, H236 1.090
219 C -5.7355 -5.3384 7.4349  C217 1.521, H237 1.090, H238 1.090, H239 1.090
220 N -5.2337 -4.1537 5.2029  C212 1.493, C217 1.507, O221 1.449
221 O -6.6262 -4.1768 4.8025  N220 1.449, H240 0.960
222 H -3.9461 -2.1293 2.8343  C211 1.090
223 H -5.6971 -2.2936 3.0828  C211 1.090
224 H -4.6863 -1.6260 4.3756  C211 1.090
225 H -3.5406 -5.3394 2.9065  C213 1.090
226 H -5.1882 -5.2173 3.0524  C213 1.090
227 H -4.3549 -4.1446 1.8635  C213 1.090
228 H -2.1697 -3.2966 3.9001  C214 1.090
229 H -2.7684 -2.6052 5.3420  C214 1.090
230 H -2.2475 -5.6021 5.0275  C215 1.090
231 H -1.4349 -4.3827 6.0082  C215 1.090
232 H -3.4951 -4.1038 7.4214  C216 1.090
233 H -3.2754 -5.7667 7.3473  C216 1.090
234 H -4.3135 -6.6366 4.6926  C218 1.090
235 H -5.9047 -6.7881 4.9894  C218 1.090
236 H -4.8408 -7.4989 6.2058  C218 1.090
237 H -5.7008 -4.4121 8.0083  C219 1.090
238 H -5.4059 -6.1880 8.0330  C219 1.090
239 H -6.7488 -5.5826 7.1161  C219 1.090
240 H -7.1079 -3.6163 5.4153  O221 0.960
241 C 1.1888 3.1841 -3.7756  C242 1.509, H252 1.090, H253 1.090, H254 1.090
242 C 1.3469 4.2706 -4.8111  C241 1.509, C243 1.587, C244 1.580, N250 1.456
243 C 0.0354 5.1645 -4.8323  C242 1.587, H255 1.090, H256 1.090, H257 1.090
244 C 2.5423 5.1211 -4.2235  C242 1.580, C245 1.550, H258 1.090, H259 1.090
245 C 3.2527 6.1302 -5.1607  C244 1.550, C246 1.533, H260 1.090, H261 1.090
246 C 3.5199 5.3761 -6.4687  C245 1.533, C247 1.590, H262 1.090, H263 1.090
247 C 2.3942 4.5264 -7.2018  C246 1.590, C248 1.582, C249 1.512, N250 1.540
248 C 1.5325 5.6007 -7.9796  C247 1.582, H264 1.090, H265 1.090, H266 1.090
249 C 2.9376 3.5576 -8.2280  C247 1.512, H267 1.090, H268 1.090, H269 1.090
250 N 1.6627 3.7126 -6.1185  C242 1.456, C247 1.540, O251 1.374
251 O 0.6845 2.9218 -6.6710  N250 1.374, H270 0.960
252 H 0.3404 2.6175 -4.1594  C241 1.090
253 H 2.0259 2.4862 -3.7914  C241 1.090
254 H 0.9298 3.5866 -2.7963  C241 1.090
255 H -0.6133 5.0059 -5.6938  C243 1.090
256 H -0.5640 4.8747 -3.9692  C243 1.090
257 H 0.2767 6.2232 -4.7379  C243 1.090
258 H 2.1387 5.7493 -3.4294  C244 1.090
259 H 3.3465 4.5499 -3.7597  C244 1.090
260 H 2.4697 6.8632 -5.3552  C245 1.090
261 H 4.0029 6.8292 -4.7910  C245 1.090
262 H 4.4009 4.7618 -6.2829  C246 1.090
263 H 3.8230 6.0679 -7.2546  C246 1.090
264 H 1.9476 6.2447 -8.7548  C248 1.090
265 H 1.0993 6.3508 -7.3180  C248 1.090
266 H 0.8045 5.0579 -8.5825  C248 1.090
267 H 2.1223 3.0385 -8.7320  C249 1.090
268 H 3.4791 2.7499 -7.7356  C249 1.090
269 H 3.4367 4.0307 -9.0737  C249 1.090
270 H 0.9374 2.0713 -6.3048  O251 0.960
271 C -2.2966 1.4311 8.8158  C272 1.598, H282 1.090, H283 1.090, H284 1.090
272 C -2.1879 1.3702 7.2230  C271 1.598, C273 1.518, C274 1.549, N280 1.477
273 C -2.5955 0.0080 6.6911  C272 1.518, H285 1.090, H286 1.090, H287 1.090
274 C -3.2794 2.2612 6.5787  C272 1.549, C275 1.489, H288 1.090, H289 1.090
275 C -3.0653 3.7160 6.8150  C274 1.489, C276 1.529, H290 1.090, H291 1.090
276 C -1.7240 4.1063 6.1940  C275 1.529, C277 1.607, H292 1.090, H293 1.090
277 C -0.4969 3.2426 6.7687  C276 1.607, C278 1.505, C279 1.544, N280 1.502
278 C 0.6689 3.4028 5.8305  C277 1.505, H294 1.090, H295 1.090, H296 1.090
279 C -0.1989 3.7143 8.2088  C277 1.544, H297 1.090, H298 1.090, H299 1.090
280 N -0.8908 1.7975 6.6595  C272 1.477, C277 1.502, O281 1.342
281 O 0.0821 0.9076 6.9101  N280 1.342, H300 0.960
282 H -3.0813 0.7439 9.1321  C271 1.090
283 H -1.3640 0.9267 9.0683  C271 1.090
284 H -2.3659 2.3732 9.3597  C271 1.090
285 H -2.1665 -0.7743 7.3172  C273 1.090
286 H -3.6481 -0.2376 6.5502  C273 1.090
287 H -2.0662 -0.3011 5.7898  C273 1.090
288 H -3.3776 2.1717 5.4968  C274 1.090
289 H -4.2790 2.1714 7.0040  C274 1.090
290 H -3.8393 4.1939 6.2145  C275 1.090
291 H -3.1314 3.9669 7.8736  C275 1.090
292 H -1.4785 5.1671 6.2434  C276 1.090
293 H -1.8561 3.7941 5.1580  C276 1.090
294 H 1.4791 2.7301 6.1121  C278 1.090
295 H 1.0566 4.4080 5.9956  C278 1.090
296 H 0.3378 3.2528 4.8029  C278 1.090
297 H -1.1620 4.0237 8.6148  C279 1.090
298 H 0.4369 4.5958 8.2917  C279 1.090
299 H 0.2200 2.9564 8.8707  C279 1.090
300 H 0.1893 0.4627 6.0662  O281 0.960
301 C 0.6288 2.9698 2.0161  C302 1.531, H312 1.090, H313 1.090, H314 1.090
302 C -0.1324 1.6422 1.9685  C301 1.531, C303 1.580, C304 1.596, N310 1.475
303 C 0.8739 0.5076 2.4104  C302 1.580, H315 1.090, H316 1.090, H317 1.090
304 C -1.2665 1.6730 3.0913  C302 1.596, C305 1.475, H318 1.090, H319 1.090
305 C -2.3294 0.6686 2.8995  C304 1.475, C306 1.559, H320 1.090, H321 1.090
306 C -2.8914 0.8077 1.4515  C305 1.559, C307 1.502, H322 1.090, H323 1.090
307 C -1.9001 0.6033 0.3412  C306 1.502, C308 1.532, C309 1.566, N310 1.501
308 C -1.6879 -0.9018 0.1471  C307 1.532, H324 1.090, H325 1.090, H326 1.090
309 C -2.5373 1.1881 -0.9646  C307 1.566, H327 1.090, H328 1.090, H329 1.090
310 N -0.6188 1.3384 0.6092  C302 1.475, C307 1.501, O311 1.373
311 O 0.3612 1.2145 -0.3438  N310 1.373, H330 0.960
312 H 1.6458 3.0922 2.3885  C301 1.090
313 H 0.8654 3.2234 0.9827  C301 1.090
314 H 0.1071 3.8546 2.3808  C301 1.090
315 H 0.4134 -0.4775 2.4860  C303 1.090
316 H 1.7184 0.5792 1.7250  C303 1.090
317 H 1.2326 0.6225 3.4333  C303 1.090
318 H -0.8005 1.2279 3.9704  C304 1.090
319 H -1.6163 2.6471 3.4331  C304 1.090
320 H -1.8585 -0.3051 3.0340  C305 1.090
321 H -3.0238 0.7431 3.7364  C305 1.090
322 H -3.4089 1.7668 1.4311  C306 1.090
323 H -3.6567 0.0316 1.4654  C306 1.090
324 H -2.6450 -1.3710 -0.0807  C308 1.090
325 H -1.1288 -1.3040 0.9919  C308 1.090
326 H -1.0271 -1.1004 -0.6967  C308 1.090
327 H -2.5901 2.2626 -0.7893  C309 1.090
328 H -3.5685 0.8658 -1.1091  C309 1.090
329 H -1.9571 1.0302 -1.8738  C309 1.090
330 H 0.4078 2.0611 -0.7939  O311 0.960

Results of the Löwdin charge analysis, in e, for atoms 1 through 4: atom 1 (C): -0.006, atom 2 (C): -0.475, atom 3 (C): -0.041, atom 4 (C): -0.148